2 unconnected molecules or ions with the total composition C5H13NO. Source: OMol25; level of theory: ωB97M-V/def2-TZVPD.

Each line ends with the natural charge from an NBO analysis.
Element x y z (Å)
C (1.744, -0.864, 1.250)  -0.629
C (0.500, -0.061, 1.594)  -0.515
C (-0.796, -0.722, 1.103)  0.685
N (-0.857, -2.088, 1.274)  -0.834
O (-1.772, -0.108, 0.741)  -0.607
H (2.020, -1.594, 2.006)  0.204
H (2.596, -0.193, 1.093)  0.224
H (1.737, -1.410, 0.303)  0.220
H (0.429, 0.090, 2.671)  0.232
H (0.481, 0.932, 1.160)  0.240
H (-1.730, -2.543, 1.163)  0.400
H (-0.172, -2.538, 1.842)  0.384
C (-0.736, 1.030, -2.649)  -0.612
C (-0.207, 1.803, -1.409)  -0.623
H (-0.344, 1.273, -3.634)  0.202
H (-0.572, -0.032, -2.459)  0.197
H (-1.825, 1.096, -2.709)  0.207
H (-0.989, 2.471, -1.041)  0.208
H (0.651, 2.411, -1.663)  0.205
H (-0.158, 1.047, -0.635)  0.213

Calculated values
E_HOMO = -9.76 eV
SMILES = CCC(N)=O.CC
Energy above the lowest of the compared OMol25 structures with the same formula, charge and spin = 12.0 kcal/mol
Gap between HOMO and LUMO = 10.6 eV
LUMO = 0.8 eV